<one>
{"formula": "C10H22", "method": "the ωB97M-V functional and the def2-TZVPD basis", "elements": ["C", "C", "C", "C", "C", "C", "C", "C", "C", "C", "H", "H", "H", "H", "H", "H", "H", "H", "H", "H", "H", "H", "H", "H", "H", "H", "H", "H", "H", "H", "H", "H"], "xyz": [[2.634, -1.095, -0.652], [2.577, -0.953, 0.859], [2.546, 0.586, 1.020], [2.611, 1.345, -0.327], [1.925, 0.188, -1.164], [-2.210, -0.116, 0.004], [-3.665, 0.180, -0.321], [-2.017, -0.345, 1.445], [-1.579, 1.425, -0.289], [-1.482, -1.267, -0.817], [3.688, -1.303, -0.917], [2.083, -1.731, -1.236], [3.410, -1.182, 1.682], [1.658, -1.267, 1.538], [3.177, 0.966, 1.881], [1.591, 1.015, 1.105], [3.663, 1.378, -0.619], [2.032, 2.255, -0.335], [2.332, 0.171, -2.230], [0.820, 0.091, -0.995], [-4.118, -0.996, -0.672], [-4.142, 0.604, 0.728], [-3.358, 0.958, -1.471], [-0.950, -0.083, 1.674], [-2.577, 0.314, 2.196], [-2.200, -1.345, 1.604], [-0.510, 1.359, 0.113], [-2.009, 2.279, 0.272], [-1.632, 1.753, -1.369], [-1.617, -1.291, -1.978], [-0.531, -1.775, -0.621], [-2.150, -2.118, -0.106]], "multiplicity": 1, "homo_ev": -9.904, "homo_lumo_gap_ev": 10.69}

---

<two>
{"formula": "C10H22", "method": "the ωB97M-V functional and the def2-TZVPD basis", "elements": ["C", "C", "C", "C", "C", "C", "C", "C", "C", "C", "H", "H", "H", "H", "H", "H", "H", "H", "H", "H", "H", "H", "H", "H", "H", "H", "H", "H", "H", "H", "H", "H"], "xyz": [[3.686, 0.078, 0.307], [2.626, 1.213, -0.016], [1.266, 0.559, -0.530], [1.707, -0.960, -0.686], [2.766, -1.125, 0.472], [-2.187, -0.011, 0.038], [-3.173, 0.225, 1.177], [-0.898, -0.419, 0.716], [-1.883, 1.227, -0.675], [-2.596, -1.098, -0.940], [4.341, 0.221, -0.672], [4.272, 0.438, 1.105], [3.151, 1.975, -0.667], [2.296, 1.725, 0.911], [0.621, 1.037, -1.480], [0.543, 0.795, 0.285], [2.149, -1.071, -1.628], [0.912, -1.654, -0.584], [3.187, -2.168, 0.634], [2.361, -0.915, 1.579], [-3.461, -0.761, 1.657], [-2.645, 0.926, 1.888], [-4.069, 0.874, 0.858], [-0.081, -0.504, -0.053], [-0.517, 0.318, 1.409], [-1.011, -1.390, 1.232], [-0.895, 1.090, -1.231], [-1.645, 2.073, -0.017], [-2.675, 1.520, -1.434], [-3.508, -0.843, -1.486], [-1.806, -1.248, -1.704], [-2.835, -2.126, -0.465]], "multiplicity": 1, "smiles": "CC(C)(C)C.C1CCCC1", "homo_ev": -9.895, "homo_lumo_gap_ev": 10.78}

---

<three>
{"formula": "C10H22", "method": "the ωB97M-V functional and the def2-TZVPD basis", "elements": ["C", "C", "C", "C", "C", "C", "C", "C", "C", "C", "H", "H", "H", "H", "H", "H", "H", "H", "H", "H", "H", "H", "H", "H", "H", "H", "H", "H", "H", "H", "H", "H"], "xyz": [[2.307, -1.794, -0.993], [2.005, -0.301, -1.362], [0.865, -0.289, -2.262], [0.294, -1.719, -2.295], [0.839, -2.267, -0.943], [-1.069, 1.102, 1.245], [-1.992, 1.590, 2.369], [-0.457, 2.329, 0.599], [-1.930, 0.208, 0.425], [0.031, 0.354, 1.955], [3.093, -2.336, -1.511], [2.699, -1.534, 0.039], [2.962, 0.160, -1.821], [1.715, 0.127, -0.363], [0.935, 0.163, -3.345], [0.070, 0.304, -1.932], [0.770, -2.359, -3.070], [-0.766, -1.938, -2.295], [0.699, -3.359, -0.726], [0.334, -1.914, -0.070], [-1.343, 1.773, 3.402], [-2.541, 2.626, 2.026], [-2.916, 0.713, 2.543], [0.269, 2.429, -0.239], [-1.266, 2.882, 0.149], [0.062, 2.978, 1.346], [-1.383, -0.096, -0.425], [-3.034, 0.574, 0.177], [-2.155, -0.770, 1.096], [-0.405, -0.537, 2.460], [0.689, -0.018, 1.117], [0.619, 0.918, 2.704]], "multiplicity": 1, "smiles": "CC(C)(C)C.C1CCCC1", "homo_ev": -10.631, "homo_lumo_gap_ev": 11.48}

---

Most stable of them? <three>.

---

<one>
{"formula": "C3H10N2OS", "method": "the ωB97M-V functional and the def2-TZVPD basis", "elements": ["C", "C", "C", "N", "N", "O", "S", "H", "H", "H", "H", "H", "H", "H", "H", "H", "H"], "xyz": [[-0.590, 1.634, 0.914], [0.575, -0.444, 1.709], [1.008, -0.165, -1.931], [-0.842, -2.015, -0.474], [-0.447, 0.140, 0.812], [-1.777, 0.242, -1.345], [-0.773, -0.514, -0.680], [-1.077, 1.862, 1.863], [0.468, 1.916, 1.146], [-1.242, 2.138, 0.111], [0.452, 0.151, 2.581], [0.353, -1.490, 1.786], [1.674, -0.267, 1.360], [0.215, -0.291, -2.702], [1.509, 0.753, -2.072], [1.554, -1.023, -1.850], [-1.060, -2.627, -1.229]], "multiplicity": 1, "smiles": "CN(C)[S@@](C)(=N)=O", "homo_ev": -8.957, "homo_lumo_gap_ev": 9.80}

---

<two>
{"formula": "C3H10N2OS", "method": "the ωB97M-V functional and the def2-TZVPD basis", "elements": ["C", "C", "C", "N", "N", "O", "S", "H", "H", "H", "H", "H", "H", "H", "H", "H", "H"], "xyz": [[0.012, 0.439, -1.819], [1.394, 1.118, 0.144], [-0.018, 0.555, -0.285], [-1.534, -1.822, -0.207], [-0.399, -0.576, 2.323], [0.941, -1.909, 0.296], [-0.244, -1.140, 0.343], [0.672, -0.254, -2.220], [-0.929, 0.116, -2.174], [0.216, 1.409, -2.406], [1.345, 2.164, -0.302], [2.221, 0.421, -0.109], [1.224, 1.176, 1.199], [-0.846, 1.148, 0.082], [-2.291, -1.326, 0.162], [-0.508, -1.448, 2.805], [-1.256, -0.073, 2.166]], "multiplicity": 1, "smiles": "CC(C)[S@](=N)(N)=O", "homo_ev": -9.503, "homo_lumo_gap_ev": 10.01}

---

Most stable of them? <two>.

---

<one>
{"formula": "C2H4N3O", "method": "the ωB97M-V functional and the def2-TZVPD basis", "elements": ["C", "C", "N", "N", "N", "O", "H", "H", "H", "H"], "xyz": [[0.646, 0.573, -1.069], [-0.238, -0.582, 0.681], [-0.384, 1.261, -0.682], [0.820, -0.593, -0.260], [-0.950, 0.682, 0.342], [-1.893, 1.081, 0.932], [1.289, 0.836, -1.891], [-0.941, -1.425, 0.565], [0.086, -0.565, 1.731], [1.564, -1.268, -0.349]], "total_charge": 1, "multiplicity": 1, "smiles": "O=[N+]1CNC=N1", "homo_ev": -16.164, "homo_lumo_gap_ev": 9.24}

---

<two>
{"formula": "C2H4N3O", "method": "the ωB97M-V functional and the def2-TZVPD basis", "elements": ["C", "C", "N", "N", "N", "O", "H", "H", "H", "H"], "xyz": [[0.847, 1.325, 0.012], [-0.289, -0.939, 0.168], [-0.089, 2.156, 0.112], [0.864, -0.038, -0.091], [-1.525, -0.213, -0.093], [-2.580, -0.685, -0.010], [1.671, 1.910, -0.163], [-0.368, -1.786, -0.550], [-0.293, -1.252, 1.117], [1.762, -0.477, -0.502]], "total_charge": 1, "multiplicity": 1, "homo_ev": [-15.395, -14.741], "homo_lumo_gap_ev": [8.22, 5.99]}

---

Most stable of them? <one>.

---

<one>
{"formula": "C3H12N4", "method": "the ωB97M-V functional and the def2-TZVPD basis", "elements": ["C", "C", "C", "N", "N", "N", "N", "H", "H", "H", "H", "H", "H", "H", "H", "H", "H", "H", "H"], "xyz": [[-0.485, 0.687, 0.654], [-0.422, -1.644, 0.089], [2.537, 0.626, 0.131], [-1.402, 1.075, -0.351], [0.279, -0.464, 0.355], [-2.571, 0.428, -0.411], [1.627, -0.389, -0.381], [0.280, 1.650, 0.672], [-0.981, 0.498, 1.560], [0.153, -2.549, -0.333], [-1.047, -2.002, 1.019], [-1.239, -1.375, -0.660], [2.325, 1.644, -0.091], [2.455, 0.566, 1.166], [3.503, 0.366, -0.312], [-1.022, 1.504, -1.296], [-2.947, 0.007, 0.458], [-3.142, 0.452, -1.272], [2.099, -1.081, -0.996]], "total_charge": 2, "multiplicity": 1, "smiles": "C/[NH+]=[N+](/C)CNN", "homo_ev": [-18.993, -19.024], "homo_lumo_gap_ev": [8.07, 8.50]}

---

<two>
{"formula": "C3H12N4", "method": "the ωB97M-V functional and the def2-TZVPD basis", "elements": ["C", "C", "C", "N", "N", "N", "N", "H", "H", "H", "H", "H", "H", "H", "H", "H", "H", "H", "H"], "xyz": [[-0.421, 0.311, -0.938], [0.027, 1.484, -0.170], [-1.541, -0.512, -0.449], [0.910, -0.415, 2.533], [0.145, 0.072, -2.088], [1.947, -0.523, 3.176], [-0.082, -0.962, -2.915], [-0.694, 2.296, -0.301], [1.000, 1.855, -0.482], [0.042, 1.262, 0.898], [-1.181, -1.444, -0.007], [-2.226, -0.789, -1.253], [-2.105, 0.023, 0.311], [0.051, -0.338, 3.100], [0.895, 0.695, -2.398], [2.022, -0.523, 4.209], [2.830, -0.638, 2.652], [0.244, -0.868, -3.868], [-0.925, -1.507, -2.781]], "total_charge": 2, "multiplicity": 1, "homo_ev": -16.966, "homo_lumo_gap_ev": 6.52}

---

Most stable of them? <two>.

---

<one>
{"formula": "C6H4O", "method": "the ωB97M-V functional and the def2-TZVPD basis", "elements": ["C", "C", "C", "C", "O", "C", "C", "H", "H", "H", "H"], "xyz": [[-1.856, 0.604, -0.175], [-0.583, -1.626, -1.493], [0.065, -0.889, -0.702], [0.569, 0.004, 0.191], [-0.262, 0.887, 0.651], [1.959, -0.048, 0.588], [3.131, -0.180, 0.848], [-1.708, 1.251, -1.035], [-2.302, 1.011, 0.706], [-2.314, -0.358, -0.494], [4.172, -0.285, 1.088]], "multiplicity": 1, "homo_ev": -9.543, "homo_lumo_gap_ev": 8.46}

---

<two>
{"formula": "C6H4O", "method": "the ωB97M-V functional and the def2-TZVPD basis", "elements": ["C", "C", "C", "C", "C", "C", "O", "H", "H", "H", "H"], "xyz": [[-0.950, -0.381, -2.764], [-0.441, -0.237, -1.684], [0.076, -0.112, -0.366], [-0.531, -0.404, 0.821], [0.296, 0.058, 1.877], [1.437, 0.563, 1.306], [1.282, 0.383, -0.173], [-1.399, -0.543, -3.718], [-1.499, -0.860, 0.896], [0.006, 0.026, 2.927], [1.722, 1.507, 0.879]], "multiplicity": 1, "smiles": "C#Cc1ccco1", "homo_ev": -8.656, "homo_lumo_gap_ev": 9.18}

---

<three>
{"formula": "C6H4O", "method": "the ωB97M-V functional and the def2-TZVPD basis", "elements": ["C", "C", "C", "C", "C", "C", "O", "H", "H", "H", "H"], "xyz": [[1.895, -0.001, 0.372], [2.015, -0.910, -0.694], [1.121, 0.207, -0.693], [-0.030, 1.022, -0.454], [-1.102, 0.423, 0.096], [-1.346, -1.023, -0.069], [-0.809, -1.711, -0.914], [1.953, 0.372, 1.384], [0.166, 2.089, -0.376], [-1.775, 0.996, 0.722], [-2.087, -1.464, 0.625]], "multiplicity": 1, "smiles": "O=C/C=C\\C1=C=C1", "homo_ev": -8.832, "homo_lumo_gap_ev": 8.61}

---

<four>
{"formula": "C6H4O", "method": "the ωB97M-V functional and the def2-TZVPD basis", "elements": ["C", "C", "C", "C", "C", "C", "O", "H", "H", "H", "H"], "xyz": [[-0.456, -2.624, 1.397], [-0.087, -1.579, 0.926], [0.168, -0.332, 0.284], [0.391, -0.029, -1.026], [0.257, 1.389, -1.143], [-0.020, 1.837, 0.110], [-0.075, 0.811, 0.988], [-0.875, -3.531, 1.780], [0.595, -0.741, -1.813], [0.316, 1.990, -2.040], [-0.214, 2.810, 0.537]], "multiplicity": 1, "smiles": "C#Cc1ccco1", "homo_ev": -8.568, "homo_lumo_gap_ev": 9.63}

---

Most stable of them? <four>.

---

<one>
{"formula": "C3H12O4", "method": "the ωB97M-V functional and the def2-TZVPD basis", "elements": ["C", "C", "O", "C", "H", "H", "H", "H", "H", "H", "H", "H", "O", "H", "H", "O", "H", "H", "O"], "xyz": [[-0.157, 1.217, 0.152], [-0.151, -0.068, -0.279], [0.535, -1.075, 0.346], [-0.760, -0.364, -1.611], [-0.827, 1.870, -0.287], [0.296, 1.561, 1.134], [0.332, -2.033, 0.079], [-0.764, 0.515, -2.250], [-0.104, -1.134, -2.100], [-1.774, -0.774, -1.566], [2.224, -0.960, 3.552], [1.345, -1.164, 2.273], [2.252, -1.284, 2.688], [-3.709, 0.822, -0.649], [-2.917, 1.080, -1.906], [-3.086, 1.401, -1.013], [2.590, -0.088, 1.225], [2.204, -0.044, -0.251], [2.472, 0.523, 0.462]], "multiplicity": 1, "smiles": "C=C(C)O.O.O.O", "homo_ev": -8.589, "homo_lumo_gap_ev": 8.96}

---

<two>
{"formula": "C3H12O4", "method": "the ωB97M-V functional and the def2-TZVPD basis", "elements": ["C", "C", "C", "O", "H", "H", "H", "H", "H", "H", "H", "H", "O", "H", "H", "O", "H", "H", "O"], "xyz": [[-1.341, 2.559, -0.044], [0.080, 2.163, 0.263], [0.160, 0.979, 1.016], [1.302, 0.512, 1.638], [-1.572, 3.446, 0.476], [-1.329, 2.684, -1.107], [-2.086, 1.760, 0.181], [1.049, 2.690, -0.107], [-0.630, 0.269, 1.138], [1.514, 1.082, 2.386], [0.524, -1.430, -1.762], [0.036, 0.068, -1.850], [0.784, -0.492, -1.962], [1.111, -2.615, 1.691], [1.253, -1.374, 0.765], [1.280, -2.400, 0.724], [-1.162, -3.813, -1.567], [-0.247, -3.128, -0.494], [-0.725, -2.960, -1.383]], "multiplicity": 1, "smiles": "C/C=C/O.O.O.O", "homo_ev": -9.054, "homo_lumo_gap_ev": 9.63}

---

<three>
{"formula": "C3H12O4", "method": "the ωB97M-V functional and the def2-TZVPD basis", "elements": ["O", "C", "C", "C", "H", "H", "H", "H", "H", "H", "H", "H", "O", "H", "H", "O", "H", "H", "O"], "xyz": [[0.911, 0.552, -1.179], [0.168, 1.064, -0.351], [0.764, 1.476, 1.016], [0.125, 0.889, 2.252], [-0.876, 1.292, -0.607], [1.796, 1.414, 0.977], [0.638, 2.609, 0.883], [-0.916, 0.961, 2.199], [0.314, -0.196, 2.386], [0.441, 1.433, 3.219], [-1.087, -2.492, -1.092], [-0.301, -1.193, -1.500], [-1.170, -1.539, -1.155], [-2.564, -0.603, -0.288], [-3.891, -0.132, 0.114], [-2.956, 0.158, 0.129], [2.850, -2.068, 0.162], [2.404, -0.773, -0.764], [2.570, -1.774, -0.694]], "multiplicity": 1, "smiles": "CCC=O.O.O.O", "homo_ev": -10.097, "homo_lumo_gap_ev": 10.79}

---

<four>
{"formula": "C3H12O4", "method": "the ωB97M-V functional and the def2-TZVPD basis", "elements": ["O", "C", "C", "C", "H", "H", "H", "H", "H", "H", "H", "H", "O", "H", "H", "O", "H", "H", "O"], "xyz": [[-0.497, -1.724, 1.573], [0.561, -1.763, 2.153], [1.223, -0.504, 2.633], [0.271, 0.408, 3.404], [1.184, -2.678, 2.114], [2.112, -0.850, 3.159], [1.472, 0.135, 1.783], [-0.605, 0.706, 2.832], [0.018, -0.026, 4.384], [0.778, 1.336, 3.673], [1.966, 0.821, -2.227], [0.496, 1.097, -2.198], [1.349, 1.551, -2.259], [-1.844, 3.483, -1.084], [-1.529, 3.567, -2.546], [-1.607, 4.124, -1.756], [-2.533, -3.050, -5.376], [-1.159, -3.723, -5.203], [-1.656, -2.911, -5.058]], "multiplicity": 1, "smiles": "CCC=O.O.O.O", "homo_ev": -9.923, "homo_lumo_gap_ev": 10.31}

---

Most stable of them? <three>.